Entry from OMol25: a molecular structure, C32H48AsInN5O6 (ωB97M-V/def2-TZVPD).

Values from the calculation:
HOMO energy = -15.23 eV
E_LUMO = -7.28 eV
net charge = +3
relative energy (zero: lowest compared OMol25 entry of this formula, charge and spin) = 0.000 eV
gap between HOMO and LUMO = 7.95 eV

```
93
C32H48AsInN5O6, DFT ωB97M-V/def2-TZVPD
In -0.2140 -0.0393 0.1326
C -2.5445 1.4516 4.9970
N -2.0575 0.3834 4.1179
C -2.0572 -0.9659 4.6945
C -1.5508 0.6091 2.9293
O -1.0805 -0.3031 2.1973
C -1.5334 2.0467 2.4067
O -0.8718 1.9928 1.1532
C -0.7953 3.2167 0.4401
C -0.0506 2.9128 -0.8548
O 0.2578 1.7134 -1.1029
N 0.2480 3.8899 -1.6705
C 0.9764 3.6395 -2.9207
C -0.1167 5.2908 -1.4347
H -3.3257 1.0401 5.6307
H -2.9767 2.2724 4.4305
H -1.7402 1.8229 5.6326
H -1.4809 -0.9605 5.6191
H -1.6196 -1.6666 3.9928
H -3.0812 -1.2584 4.9212
H -0.9963 2.7052 3.0953
H -2.5568 2.4184 2.2934
H -0.2533 3.9639 1.0272
H -1.7968 3.5961 0.2136
H 1.4597 2.6711 -2.8805
H 1.7254 4.4190 -3.0441
H 0.2846 3.6751 -3.7617
H -0.8731 5.3858 -0.6612
H -0.5223 5.6988 -2.3583
H 0.7679 5.8619 -1.1557
O 1.7285 -3.2645 0.6738
C 0.7133 -3.9837 1.3855
C -0.4307 -4.4071 0.4833
C -1.0429 -3.2247 -0.2735
C -0.2394 -2.7623 -1.4567
C 0.0018 -3.6121 -2.5270
C 0.7516 -3.1723 -3.6008
C 1.2658 -1.8834 -3.5951
C 0.9919 -1.0823 -2.5118
N 0.2480 -1.5083 -1.4727
H 2.3072 -3.9028 0.2407
H 0.3424 -3.2966 2.1507
H 1.1378 -4.8490 1.8974
H -1.2015 -4.8698 1.1035
H -0.1019 -5.1745 -0.2211
H -1.1853 -2.4058 0.4465
H -2.0422 -3.4904 -0.6298
H -0.4040 -4.6151 -2.5151
H 0.9358 -3.8316 -4.4389
H 1.8524 -1.5007 -4.4173
H 1.3569 -0.0640 -2.4547
C 2.3763 -0.9984 2.9408
As 2.1646 -0.0188 1.2935
C 2.5292 1.8079 1.8292
C 3.6724 -0.5125 0.1486
C 4.9605 -0.4521 0.9154
C 5.7088 0.7226 0.9409
C 6.8898 0.7881 1.6659
C 7.3311 -0.3201 2.3750
C 6.5943 -1.4972 2.3482
C 5.4145 -1.5620 1.6232
H 3.3189 -0.6958 3.3935
H 2.4026 -2.0615 2.7147
H 1.5468 -0.7734 3.6092
H 3.5322 1.8629 2.2507
H 1.8075 2.1145 2.5856
H 2.4686 2.4729 0.9682
H 3.6686 0.1834 -0.6925
H 3.4469 -1.5102 -0.2247
H 5.3847 1.5832 0.3649
H 7.4728 1.6992 1.6668
H 8.2551 -0.2723 2.9346
H 6.9474 -2.3683 2.8835
H 4.8516 -2.4889 1.5919
O -6.5131 -0.1520 -4.4283
C -5.6768 0.9452 -4.6802
N -4.3282 0.5752 -5.0614
C -3.3014 0.2119 -4.2649
O -2.1805 -0.0082 -4.6895
C -3.5133 0.0347 -2.7703
C -4.6563 -0.4086 -2.1147
C -4.5991 -0.6367 -0.7422
C -3.4119 -0.4477 -0.0717
N -2.2991 -0.0375 -0.7077
C -2.3593 0.2015 -2.0216
H -6.9040 -0.4853 -5.2436
H -5.6396 1.5262 -3.7595
H -6.0725 1.5865 -5.4665
H -4.0934 0.5659 -6.0447
H -5.5690 -0.6125 -2.6622
H -5.4673 -0.9900 -0.2037
H -3.3207 -0.6506 0.9872
H -1.4494 0.4956 -2.5281
```